(1)
{
  "formula": "C2H9N3",
  "method": "the ωB97M-V functional and the def2-TZVPD basis",
  "e_above_lowest_kj_mol": 336.0,
  "homo_ev": -8.117,
  "gap_ha": 0.33682,
  "spin_multiplicity": 1,
  "elements": ["C", "C", "N", "N", "N", "H", "H", "H", "H", "H", "H", "H", "H", "H"],
  "coordinates": [[0.749709, 0.079582, 0.920554], [1.620500, 0.617509, -0.191782], [-0.548376, -0.252021, 0.199022], [-0.738930, -1.537280, -0.348058], [-1.436160, 0.817726, -0.049704], [-1.614349, -1.920669, -0.002790], [-0.796045, -1.470614, -1.366645], [-2.349574, 0.600798, 0.337928], [-1.510727, 0.993104, -1.053607], [0.490726, 0.838181, 1.658433], [1.105694, -0.878470, 1.299728], [2.674438, 0.437016, -0.005252], [1.435250, 1.669734, -0.393465], [0.917844, 0.005403, -1.004362]],
  "forces_ev_per_angstrom": [[-2.294, -0.164, -1.431], [-1.897, -1.334, -1.517], [-0.328, 0.146, 1.963], [0.032, 0.945, 0.060], [0.613, -0.777, -0.097], [0.054, -0.082, -0.059], [-0.019, -0.169, 0.163], [-0.027, 0.090, -0.170], [-0.132, 0.006, 0.220], [0.160, -0.408, 0.395], [0.053, 0.320, 0.303], [0.163, -0.225, -0.708], [0.047, 0.088, 0.121], [3.575, 1.563, 0.757]]
}


(2)
{
  "formula": "C2H3F3S",
  "method": "the ωB97M-V functional and the def2-TZVPD basis",
  "e_above_lowest_kj_mol": 438.2,
  "homo_ev": [-9.088, -9.088],
  "gap_ha": [0.24532, 0.24537],
  "spin_multiplicity": 1,
  "elements": ["C", "C", "F", "F", "F", "S", "H", "H", "H"],
  "coordinates": [[-1.608354, -0.519277, 0.359586], [-0.737052, 0.345490, -0.381247], [-1.423060, -1.765935, -0.141287], [-2.925958, -0.126045, 0.107108], [-0.576665, 1.506096, 0.157257], [1.830969, -0.934583, 0.122142], [-1.702795, -0.388493, 1.507565], [-0.727855, 0.494597, -1.405751], [2.833432, -0.208356, 0.638946]],
  "forces_ev_per_angstrom": [[-2.325, -1.380, 2.308], [3.151, 1.019, 1.329], [-0.414, 0.306, 0.748], [0.128, -0.143, -0.954], [0.043, 1.394, 1.032], [-1.848, -0.080, -0.593], [1.600, -0.796, -1.736], [0.044, -0.934, -2.153], [-0.379, 0.615, 0.017]]
}